Below is a structure of composition C45H51AsClN3O2STi in a non-equilibrium geometry, with properties calculated with wB97M-V/def2-TZVPD.

Geometry as XYZ:
```
105
Properties=species:S:1:pos:R:3:forces:R:3:nbo_charge:R:1
Ti 1.4374 -0.2566 0.4767 0.31 -1.45 0.80 2.004
C 0.3954 -3.0350 -1.3689 -0.14 0.16 -0.46 -0.244
O 1.1090 -2.6085 -0.2017 0.38 0.27 0.46 -0.588
C 0.8718 -3.4574 0.9175 -0.12 0.03 0.72 -0.084
C 1.8713 -3.0960 2.0032 -0.17 -0.80 -0.48 -0.082
O 1.9371 -1.6791 2.1892 -0.22 0.55 -0.72 -0.607
C 2.8336 -1.4196 3.2796 0.40 0.39 0.53 -0.250
H 0.1769 -4.1034 -1.3169 0.09 0.11 0.06 0.215
H 1.0311 -2.8471 -2.2362 -0.10 -0.01 0.09 0.211
H -0.5472 -2.4837 -1.4669 0.13 -0.08 0.08 0.197
H 1.0379 -4.5062 0.6406 -0.06 0.18 0.02 0.223
H -0.1643 -3.3372 1.2832 0.34 -0.03 -0.22 0.210
H 2.8737 -3.4540 1.7262 -0.17 0.11 0.08 0.203
H 1.5708 -3.5707 2.9465 0.06 0.12 -0.17 0.228
H 2.3999 -1.8068 4.2079 -0.04 0.11 -0.18 0.220
H 2.9926 -0.3436 3.3664 -0.09 -0.22 -0.05 0.222
H 3.7901 -1.9230 3.0995 -0.13 0.11 -0.05 0.206
Cl 5.1979 3.9991 -3.8749 0.02 0.01 -0.04 0.055
C 4.5812 3.1753 -2.4936 -0.09 -0.14 0.20 -0.043
C 3.2185 3.1990 -2.2232 0.10 0.08 -0.10 -0.216
C 2.7226 2.5291 -1.1229 0.11 -0.05 0.26 -0.242
C 3.5615 1.8033 -0.2713 0.15 0.55 -0.36 0.038
C 3.0072 1.0647 0.9087 0.33 -0.02 0.23 -0.997
C 4.9312 1.8207 -0.5469 -0.30 -0.04 0.25 -0.227
C 5.4390 2.5003 -1.6370 -0.03 0.15 -0.21 -0.223
H 2.5572 3.7610 -2.8624 -0.09 0.06 -0.13 0.239
H 1.6599 2.5778 -0.9131 0.06 0.04 -0.11 0.226
H 2.7073 1.8139 1.6611 -0.21 -0.41 -0.01 0.267
H 3.8274 0.4702 1.3512 -0.28 0.02 0.02 0.235
H 5.6234 1.3220 0.1163 0.05 -0.12 0.09 0.221
H 6.5003 2.5262 -1.8117 0.20 -0.02 -0.08 0.246
S 3.6662 0.3687 -5.6448 -0.30 -0.13 -0.47 0.331
C 2.9169 0.0949 -4.0776 -0.10 -0.20 0.51 -0.072
C 1.5443 0.2226 -3.8271 0.23 -0.01 0.17 -0.251
C 1.0751 0.0376 -2.5445 -0.58 0.08 -0.17 0.097
N 1.8578 -0.3189 -1.5125 0.30 0.09 -0.87 -0.661
C 3.1708 -0.4902 -1.7668 0.25 -0.28 0.01 0.072
C 3.7339 -0.2671 -3.0011 -0.26 0.02 -0.10 -0.186
C 2.9128 -1.0238 -6.5385 0.41 0.37 0.40 -0.134
C 3.7545 -2.0817 -6.8299 -0.08 -0.18 -0.13 -0.260
C 3.1978 -3.1958 -7.4495 0.46 0.21 0.20 0.059
N 1.9203 -3.2790 -7.7502 -0.35 -0.66 -0.41 -0.386
C 1.1355 -2.2510 -7.5069 -0.20 0.54 0.24 0.054
C 1.5808 -1.0790 -6.9014 -0.09 -0.11 -0.12 -0.275
H 0.8638 0.5065 -4.6137 -0.07 0.02 0.02 0.255
H 0.0205 0.1774 -2.3158 0.22 0.03 -0.07 0.230
H 3.7914 -0.8469 -0.9477 -0.05 0.13 -0.05 0.222
H 4.7954 -0.3827 -3.1480 0.10 -0.09 0.05 0.256
H 4.8044 -2.0447 -6.5890 0.10 -0.02 0.07 0.239
H 3.8027 -4.0564 -7.6954 0.15 -0.06 0.00 0.212
H 0.1002 -2.3604 -7.8003 -0.10 0.06 -0.02 0.208
H 0.9068 -0.2521 -6.7483 -0.05 0.10 0.00 0.224
C -6.6089 2.2612 -0.5861 -0.05 -0.03 0.00 -0.640
C -5.3927 1.5375 -0.1071 0.21 -0.08 0.02 0.040
C -4.6633 1.9826 0.9846 0.03 -0.17 -0.06 -0.222
C -3.5065 1.3452 1.4119 0.25 -0.02 0.29 -0.024
C -2.8249 1.8888 2.6301 -0.02 0.02 0.05 -0.627
C -3.0409 0.2107 0.7304 0.21 -0.23 -0.37 -0.225
As -1.2938 -0.6829 1.1680 -1.92 -0.43 1.12 1.003
N -0.0599 0.6848 0.7299 0.36 -0.36 -0.19 -1.099
C -0.4351 1.9439 0.2757 -0.37 1.92 -0.29 0.131
C -1.2758 2.0817 -0.8319 0.17 -0.33 0.03 -0.223
C -1.6711 3.3332 -1.2713 0.05 -0.07 -0.06 -0.190
C -1.2338 4.4730 -0.6160 0.03 0.00 0.02 -0.186
C -0.3783 4.3523 0.4689 0.00 0.03 0.00 -0.183
C 0.0168 3.1053 0.9141 0.00 -0.40 0.11 -0.230
C -1.4501 -0.8380 3.1696 0.10 -0.13 -0.09 -0.367
C -2.4290 -1.7471 3.6062 0.06 0.05 -0.29 -0.006
C -3.3413 -2.5149 2.6872 0.13 0.14 -0.15 -0.637
C -2.6226 -1.9669 4.9651 0.19 0.19 0.11 -0.213
C -1.8607 -1.3332 5.9317 0.00 -0.01 -0.25 0.038
C -2.0992 -1.5430 7.3912 0.01 0.02 0.04 -0.637
C -0.8620 -0.4747 5.4886 -0.10 -0.06 -0.18 -0.245
C -0.6505 -0.2159 4.1412 0.21 0.10 -0.11 0.068
C 0.4117 0.8010 3.8179 0.05 -0.09 -0.12 -0.616
C -3.8032 -0.2857 -0.3432 0.26 -0.19 0.01 -0.050
C -3.4748 -1.5397 -1.1128 0.17 0.01 0.23 -0.644
C -4.9505 0.3851 -0.7415 0.02 0.11 0.16 -0.184
H -6.7939 3.1570 0.0010 -0.03 0.04 -0.01 0.228
H -7.4835 1.6158 -0.5183 -0.08 0.01 -0.02 0.239
H -6.4892 2.5440 -1.6314 -0.05 0.04 -0.03 0.232
H -5.0101 2.8476 1.5293 0.01 0.15 0.07 0.222
H -3.1617 2.9025 2.8337 0.03 0.06 0.00 0.234
H -1.7448 1.9059 2.5033 -0.02 0.02 0.15 0.195
H -3.0731 1.2701 3.4950 0.12 0.05 0.05 0.237
H -1.6321 1.1841 -1.3258 -0.08 0.14 -0.04 0.212
H -2.3169 3.4102 -2.1331 -0.09 0.02 -0.03 0.234
H -1.5558 5.4497 -0.9442 0.00 0.05 -0.06 0.239
H -0.0108 5.2328 0.9728 0.00 0.09 0.06 0.237
H 0.6715 3.0206 1.7713 0.03 -0.01 0.03 0.226
H -3.0595 -2.4172 1.6341 -0.18 -0.20 0.10 0.200
H -4.3622 -2.1510 2.8011 -0.06 0.03 -0.16 0.246
H -3.3421 -3.5681 2.9666 0.02 -0.04 -0.13 0.238
H -3.3995 -2.6525 5.2696 -0.12 -0.11 0.03 0.221
H -2.8918 -2.2667 7.5584 -0.03 -0.03 0.07 0.228
H -2.3828 -0.5996 7.8563 -0.04 0.00 0.09 0.237
H -1.1944 -1.8925 7.8861 0.02 -0.03 0.06 0.232
H -0.2414 0.0274 6.2175 0.10 0.08 0.08 0.215
H 1.1651 0.8138 4.6058 0.05 0.01 -0.09 0.228
H -0.0315 1.7988 3.7912 0.09 0.05 -0.15 0.234
H 0.8921 0.6047 2.8475 -0.12 0.27 0.59 0.169
H -2.6691 -2.1116 -0.6432 -0.13 0.00 -0.18 0.201
H -3.2014 -1.2994 -2.1402 0.11 -0.05 -0.08 0.224
H -4.3617 -2.1695 -1.1580 0.03 -0.11 -0.02 0.247
H -5.5224 -0.0137 -1.5664 -0.07 -0.07 -0.15 0.213
```
Positions in Å, forces in eV/Å.

The total charge is +2. Its orbital gap is 6.511 eV. As for the spin multiplicity: 1. The relative energy (zero: lowest compared OMol25 entry of this formula, charge and spin) comes out at 99.4 kJ/mol. As for the total energy: -6003.2117 a.u. The value obtained for the HOMO energy is -13.227 eV. The value obtained for the LUMO energy is -6.716 eV.


Below is a cluster of 7 separate species, C45H51Cl6N4O3 in total in a non-equilibrium geometry, with properties calculated with wB97M-V/def2-TZVPD.

Geometry as XYZ:
```
109
Properties=species:S:1:pos:R:3:forces:R:3:mulliken_charge:R:1
C -3.1643 5.3800 4.6780 1.34 0.11 0.62 -0.884
N -1.7756 5.3589 4.0375 -1.57 -0.10 0.38 -0.021
C -1.0769 4.1968 4.0758 -1.13 0.19 0.01 -0.390
C 0.0743 4.0861 3.3957 2.02 0.13 -1.41 -0.621
C 0.5658 5.1554 2.6182 1.59 0.06 0.36 0.892
C -0.1539 6.3492 2.6762 -0.08 0.63 -0.80 -0.865
C -1.3305 6.4513 3.3792 -0.31 -1.50 0.13 -0.091
C 1.8881 5.0316 1.7979 -4.54 -0.85 0.93 0.816
C 2.7329 6.0767 1.6363 2.92 0.98 -0.86 -0.752
C 3.8064 5.9363 0.7402 -0.22 -0.99 0.35 -0.271
N 3.9793 4.7893 -0.0059 0.52 2.17 1.36 0.071
C 3.0351 3.8389 0.0599 -0.27 -0.23 0.32 -0.485
C 1.9784 3.9225 0.9732 1.64 -0.79 -1.70 -0.689
C 5.2675 4.6290 -0.7528 -0.27 -0.59 -0.57 -0.939
H -2.9688 5.0976 5.7125 -0.36 -0.18 -0.02 0.398
H -3.8516 4.6819 4.2000 0.27 0.11 -0.13 0.342
H -3.5489 6.3994 4.7104 0.09 -0.14 -0.34 0.307
H -1.5137 3.3256 4.5410 -0.18 0.24 0.40 0.476
H 0.6640 3.1813 3.3979 -0.28 -0.28 0.24 0.522
H 0.0717 7.1842 2.0294 0.41 0.14 0.14 0.432
H -2.0467 7.2596 3.3638 0.42 0.33 -0.05 0.393
H 2.7477 6.9259 2.3035 -0.24 0.21 -0.18 0.521
H 4.6344 6.6218 0.6352 -0.24 0.32 0.20 0.412
H 3.1779 3.0403 -0.6531 -0.17 -0.33 0.23 0.533
H 1.3039 3.0805 0.9245 -0.32 0.18 0.41 0.483
H 6.1214 5.2418 -0.4641 -0.67 0.47 0.74 0.355
H 5.0839 4.8813 -1.7972 -0.01 -0.47 -0.06 0.348
H 5.6213 3.6118 -0.5844 -0.28 -0.07 -0.43 0.394
C -1.0087 10.8085 -4.7875 1.57 0.51 -0.22 -0.878
N -1.0757 9.3352 -4.7542 -0.76 0.33 -0.37 0.044
C -1.6015 8.7699 -3.6532 -0.24 -2.18 -0.10 -0.416
C -1.6988 7.3809 -3.6009 0.06 0.59 -0.29 -0.726
C -1.2981 6.5700 -4.6812 0.31 -0.88 -0.34 0.969
C -0.7722 7.1697 -5.8461 0.05 2.16 1.92 -0.782
C -0.6674 8.5961 -5.8067 -0.03 -2.17 -0.58 -0.069
C -1.3486 5.0755 -4.5509 -0.38 -0.06 1.01 1.063
C -2.3254 4.4379 -3.7289 0.57 0.79 -0.73 -0.824
C -2.3265 3.0645 -3.5987 0.15 1.59 -0.34 -0.334
N -1.3742 2.3819 -4.2492 1.06 -2.15 0.43 -0.007
C -0.3203 2.8917 -4.9274 -1.70 1.44 0.60 -0.303
C -0.3396 4.2657 -5.0747 1.03 -0.02 -0.87 -0.768
C -1.3425 0.9096 -4.0556 0.02 0.15 -0.55 -1.010
H -1.8872 11.3343 -4.4136 -0.09 -0.50 -0.17 0.340
H -0.7047 11.1529 -5.7760 -0.58 -0.17 -0.12 0.284
H -0.1353 11.0732 -4.1915 -0.18 0.16 0.38 0.398
H -1.9762 9.3785 -2.8435 0.24 0.29 -0.14 0.420
H -2.0552 6.8897 -2.7075 -0.11 0.29 0.10 0.402
H -0.3500 6.5635 -6.6340 -0.23 0.37 -0.33 0.488
H -0.2571 9.1128 -6.6617 -0.03 0.26 0.11 0.389
H -3.0385 5.1166 -3.2848 -0.42 -0.61 0.25 0.522
H -3.0462 2.5180 -3.0073 0.02 -0.12 -0.11 0.485
H 0.3745 2.1424 -5.2767 0.26 0.50 -0.24 0.438
H 0.4715 4.7379 -5.6092 0.13 -0.09 -0.10 0.404
H -2.3825 0.6188 -4.2037 0.34 -0.73 0.52 0.403
H -0.8247 0.6559 -3.1307 -0.76 0.04 0.40 0.359
H -0.6972 0.4571 -4.8085 -0.42 0.11 -0.31 0.352
C -3.1807 -2.0722 2.5688 1.14 0.35 -0.85 -0.486
O -2.1666 -1.3201 1.9806 -1.13 -0.50 1.21 -0.524
H -3.7792 -1.6699 3.3862 0.05 1.20 0.48 0.234
H -3.9675 -2.1605 1.8196 -0.47 -0.43 -0.48 0.223
H -2.9157 -3.0444 2.9845 0.48 -0.34 -0.43 0.225
Cl -1.2564 -8.4858 -2.1509 0.06 -0.08 -1.30 -0.175
C -0.9495 -8.9508 -0.5171 0.14 -0.54 1.84 -0.448
C 0.1123 -10.0244 -0.2337 -0.71 0.31 -1.70 -0.394
Cl -0.3905 -11.6190 -0.9351 0.13 0.45 0.45 -0.181
H -1.8902 -9.2981 -0.0899 -0.01 0.28 0.06 0.330
H -0.6069 -8.0364 -0.0327 -0.16 -0.10 0.31 0.276
H 0.2471 -10.1146 0.8442 0.21 -0.09 -0.25 0.301
H 0.9848 -9.7325 -0.8182 0.36 -0.22 0.60 0.291
Cl -5.0530 -8.4070 5.6733 0.46 -0.63 -0.36 -0.187
C -6.0384 -7.2516 6.5130 -0.35 1.72 -0.08 -0.502
C -7.5216 -7.5263 6.4059 0.41 0.11 1.14 -0.363
Cl -8.2493 -6.1293 7.2737 -0.41 -0.02 -0.08 -0.199
H -5.9159 -6.2563 6.0859 0.41 -0.12 -0.41 0.292
H -5.7009 -7.0924 7.5371 -0.18 -0.66 0.08 0.351
H -7.7423 -8.4051 7.0119 -0.44 -0.09 -0.55 0.296
H -7.9010 -7.5172 5.3841 0.10 -0.31 0.25 0.313
Cl -11.3881 -2.3709 1.6416 -0.92 -0.48 -0.31 -0.161
C -10.2615 -1.0482 1.4235 0.21 0.36 2.23 -0.399
C -9.4799 -0.9613 2.7899 0.30 -0.48 -1.03 -0.482
Cl -10.4795 -0.3743 4.1918 0.58 -0.08 -1.08 -0.167
H -10.7801 -0.0915 1.3612 -0.20 -0.21 -0.56 0.291
H -9.6886 -1.3042 0.5323 0.39 0.40 0.38 0.291
H -8.5869 -0.3561 2.6338 -0.21 0.43 0.40 0.301
H -9.1302 -1.9536 3.0748 -0.15 0.06 -0.01 0.325
C 9.1896 -6.4285 -3.0642 -0.23 -0.14 0.79 -0.420
C 8.4730 -5.3205 -3.4818 0.13 -0.15 0.72 -0.578
C 7.4216 -4.8925 -2.7106 -1.00 0.05 0.51 -0.492
C 6.9779 -5.5906 -1.5661 0.57 0.37 -0.95 0.118
C 7.6573 -6.7723 -1.2134 -0.65 0.52 0.39 0.496
C 8.7800 -7.1497 -1.9004 1.56 0.69 -1.97 -0.552
C 7.1657 -7.6247 -0.0925 -0.45 0.72 0.31 0.522
O 7.6450 -8.6902 0.1768 0.59 -0.75 -0.08 -0.599
C 6.0339 -7.1086 0.7324 -1.07 1.80 -0.05 0.190
C 5.6133 -7.8145 1.8577 0.11 0.23 -0.09 -0.528
C 4.5809 -7.3184 2.6290 -0.31 0.11 -0.38 -0.624
C 3.9427 -6.1180 2.2878 -0.89 -0.69 0.35 -0.340
C 4.3050 -5.3691 1.2028 1.51 -0.91 -0.94 -0.746
C 5.3671 -5.8754 0.4130 0.76 0.07 -0.02 0.487
C 5.8061 -5.0811 -0.8040 -1.31 -0.55 -0.44 0.484
O 5.1128 -4.1663 -1.2409 0.79 -0.36 0.65 -0.675
H 10.0813 -6.6330 -3.6381 0.14 -0.61 0.29 0.377
H 8.7525 -4.6814 -4.3063 0.24 -0.35 -0.25 0.378
H 6.9342 -4.0025 -3.0803 -0.42 0.10 0.53 0.377
H 9.4327 -7.9331 -1.5445 -0.35 -0.34 0.03 0.449
H 6.0882 -8.7476 2.1226 0.08 -0.05 -0.12 0.493
H 4.2105 -7.9416 3.4295 -0.05 0.21 0.23 0.393
H 3.0088 -5.8451 2.7565 0.13 0.07 0.62 0.351
H 3.7816 -4.4649 0.9295 0.10 -0.01 -0.12 0.440
```
Positions in Å, forces in eV/Å.

The total charge is +3. Its orbital gap is 1.583 eV. As for the spin multiplicity: 1. As for the total energy: -4950.0647 a.u. The value obtained for the HOMO energy is -11.059 eV. The value obtained for the LUMO energy is -9.476 eV.